ORCA calculation (ωB97M-V/def2-TZVPD) on a cluster of 8 separate species, C33H62N8O2Si in total in a non-equilibrium geometry.

total charge: 0
frontier orbital gap: 9.873 eV
SMILES: CC(C)CC[SiH2]ON=O.CCCC#N.CCCC#N.CCCC#N.CCCC#N.CCCC#N.CCCC#N.CCCC#N

Geometry as XYZ:
```
106
Properties=species:S:1:pos:R:3:forces:R:3
C -2.460 -1.362 -1.837 0.57 0.06 0.64
C -1.605 -1.416 -0.401 0.11 0.49 -0.65
C -0.132 -0.768 -0.740 -0.29 -0.25 -0.44
C -2.499 -0.565 0.680 -0.40 -1.33 -0.35
C -2.028 -0.714 2.243 -0.82 0.97 0.21
Si -0.657 0.585 2.770 -1.29 -0.96 -0.78
O -1.437 2.157 2.883 2.13 -1.54 0.60
N -1.735 2.642 1.653 -4.52 0.04 0.64
O -2.953 2.738 1.638 2.77 0.68 -1.34
H -3.171 -2.291 -1.883 1.17 1.94 -0.07
H -3.068 -0.337 -1.825 1.21 -2.34 -0.26
H -1.708 -1.374 -2.763 -1.77 0.00 2.03
H -1.445 -2.534 -0.028 -0.49 2.37 -0.81
H -0.254 0.365 -1.068 0.26 -2.31 0.75
H 0.646 -0.836 0.141 -1.61 0.09 -1.75
H 0.289 -1.347 -1.688 -0.78 1.30 2.25
H -3.602 -1.020 0.623 2.30 1.06 0.05
H -2.559 0.538 0.288 0.18 -2.07 0.95
H -1.682 -1.787 2.557 -0.77 1.89 -0.81
H -2.977 -0.422 2.906 2.03 -0.84 -1.26
H -0.179 0.233 4.100 0.07 0.32 0.27
H 0.454 0.592 1.784 -0.18 0.37 0.27
C -0.545 -1.715 8.861 -0.03 -0.09 0.11
C -0.429 -0.286 8.343 0.05 -0.15 0.38
C -0.376 -0.209 6.816 0.98 -0.49 -0.07
C 0.837 -0.970 6.305 6.71 -4.18 -3.15
N 1.843 -1.601 5.882 -7.99 5.02 3.42
H 0.326 -2.318 8.585 -0.12 0.09 -0.04
H -0.609 -1.720 9.954 -0.04 -0.01 -0.15
H -1.443 -2.204 8.466 0.13 0.04 0.06
H 0.471 0.174 8.770 -0.15 0.02 -0.15
H -1.287 0.293 8.701 0.11 0.02 -0.17
H -0.306 0.836 6.495 0.11 -0.23 -0.12
H -1.282 -0.640 6.377 0.22 -0.04 -0.06
C 0.863 3.756 -3.153 -0.10 -0.02 0.08
C 2.367 3.519 -3.242 -0.37 0.40 0.20
C 2.733 2.354 -4.164 -0.44 -0.76 0.67
C 2.109 1.070 -3.642 -3.33 -7.30 2.62
N 1.591 0.005 -3.209 4.22 8.49 -3.59
H 0.342 2.892 -2.727 0.02 0.05 -0.09
H 0.651 4.614 -2.508 0.02 -0.09 -0.13
H 0.439 3.960 -4.143 0.02 -0.02 0.13
H 2.757 3.332 -2.234 0.07 -0.03 -0.18
H 2.849 4.432 -3.610 -0.10 -0.44 0.06
H 3.821 2.234 -4.205 -0.17 -0.16 -0.03
H 2.374 2.542 -5.182 -0.01 -0.18 0.15
C 6.621 2.412 -1.927 0.03 -0.14 0.10
C 7.631 3.444 -2.420 0.00 -0.45 -0.08
C 7.078 4.871 -2.405 -0.75 -0.11 -0.77
C 5.865 4.962 -3.316 -6.78 0.83 -5.02
N 4.858 5.037 -4.072 8.34 -0.53 5.90
H 5.737 2.373 -2.570 0.09 0.06 0.06
H 7.068 1.413 -1.928 -0.08 0.15 -0.01
H 6.295 2.640 -0.906 0.00 -0.04 -0.12
H 7.943 3.177 -3.437 -0.01 0.13 0.17
H 8.523 3.399 -1.787 -0.09 0.16 -0.10
H 7.843 5.573 -2.754 -0.29 0.01 -0.05
H 6.789 5.161 -1.389 -0.13 0.01 -0.21
C -5.540 1.874 4.804 0.07 0.11 0.03
C -6.709 1.290 4.017 0.18 0.39 -0.07
C -7.060 -0.137 4.442 0.93 -0.48 -0.36
C -5.866 -1.049 4.212 6.48 -5.35 -1.17
N -4.876 -1.806 4.021 -7.84 6.03 1.52
H -4.620 1.304 4.643 -0.11 0.02 0.02
H -5.345 2.903 4.487 -0.04 -0.16 0.08
H -5.757 1.883 5.879 0.03 0.01 -0.13
H -6.462 1.310 2.948 -0.10 -0.09 0.14
H -7.587 1.931 4.156 0.02 -0.20 0.00
H -7.911 -0.504 3.859 0.21 -0.15 0.10
H -7.336 -0.166 5.502 0.15 -0.12 -0.13
C 4.738 -1.317 -2.197 -0.17 0.00 0.15
C 4.944 -2.398 -3.253 -0.34 0.22 0.13
C 6.416 -2.600 -3.618 0.16 0.95 -0.51
C 6.987 -1.310 -4.182 3.45 7.05 -3.16
N 7.461 -0.239 -4.650 -3.81 -8.41 3.72
H 5.071 -0.336 -2.552 0.02 -0.11 0.01
H 3.676 -1.227 -1.947 0.18 0.00 -0.04
H 5.285 -1.556 -1.278 -0.03 0.04 -0.10
H 4.371 -2.131 -4.150 0.12 -0.11 0.09
H 4.534 -3.343 -2.879 0.17 0.04 -0.13
H 6.511 -3.393 -4.367 0.19 0.19 0.08
H 6.994 -2.895 -2.736 0.04 0.15 -0.19
C 6.306 -4.321 -7.671 -0.03 0.13 -0.07
C 6.823 -5.709 -8.038 0.13 0.38 -0.13
C 6.322 -6.800 -7.090 0.55 0.30 0.90
C 6.794 -6.508 -5.675 2.49 1.38 8.01
N 7.186 -6.265 -4.501 -3.11 -1.83 -9.35
H 6.656 -4.009 -6.682 -0.05 -0.09 -0.10
H 6.665 -3.580 -8.391 -0.10 -0.10 0.11
H 5.211 -4.297 -7.674 0.14 0.03 0.02
H 7.919 -5.691 -8.038 -0.18 -0.13 0.00
H 6.504 -5.948 -9.059 0.04 -0.12 0.16
H 6.708 -7.776 -7.403 -0.05 0.10 0.27
H 5.228 -6.848 -7.102 0.16 0.02 0.18
C -11.625 0.306 3.496 -0.02 -0.13 0.05
C -12.246 1.536 2.842 -0.18 -0.31 0.20
C -11.210 2.598 2.470 0.29 0.30 1.03
C -10.489 3.073 3.721 4.21 2.86 6.81
N -9.891 3.467 4.759 -4.76 -3.20 -8.22
H -11.134 0.555 4.442 -0.02 0.03 -0.13
H -12.398 -0.437 3.718 0.14 0.07 -0.07
H -10.885 -0.159 2.835 -0.09 0.03 0.09
H -12.989 1.964 3.526 0.12 0.03 -0.18
H -12.781 1.226 1.938 0.10 0.17 0.05
H -11.702 3.452 1.993 0.23 0.00 0.17
H -10.477 2.191 1.765 0.03 0.12 0.21
```
Forces are in eV/Å.

Here are the Mulliken charges for atoms 1 to 99, given in e: C -1.06; C 0.40; C -0.83; C -0.77; C -0.07; Si 0.69; O -0.19; N 0.15; O -0.28; H 0.27; H 0.26; H 0.33; H 0.30; H 0.03; H 0.16; H 0.38; H 0.24; H 0.22; H 0.44; H -0.36; H -0.23; H -0.18; C -1.16; C -0.64; C -0.19; C 0.27; N -0.54; H 0.37; H 0.34; H 0.29; H 0.31; H 0.34; H 0.36; H 0.30; C -1.23; C -0.26; C -0.28; C 0.27; N -0.56; H 0.22; H 0.39; H 0.32; H 0.24; H 0.41; H 0.13; H 0.39; C -0.57; C -0.52; C -0.45; C 0.35; N -0.61; H -0.16; H 0.29; H 0.36; H 0.29; H 0.34; H 0.32; H 0.29; C -1.06; C -0.11; C -0.13; C 0.23; N -0.54; H 0.17; H 0.34; H 0.35; H 0.28; H 0.03; H 0.16; H 0.31; C -0.62; C -0.50; C 0.21; C 0.31; N -0.55; H -0.01; H 0.11; H 0.37; H 0.25; H 0.36; H -0.26; H 0.34; C -0.92; C -0.46; C -0.38; C 0.29; N -0.50; H 0.12; H 0.34; H 0.31; H 0.29; H 0.31; H 0.29; H 0.29; C -1.10; C -0.45; C -0.31; C 0.23; N -0.51